16
Properties=species:S:1:pos:R:3:mulliken_charge:R:1 method="wB97M-V/def2-TZVPD" e_above_lowest_kj_mol=207.8 mol_weight_g_mol=120.09 homo_lumo_gap_ev="7.47 / 7.47" e_lumo_ev="0.0 / 0.0" energy_ev=-17572.05896 homo_energy_ev="-7.5 / -7.5" total_charge=0
C -2.041 -1.056 -3.879 -0.782
C -1.865 -1.182 -2.544 -0.034
C -0.761 -0.542 -1.887 -0.454
N 1.994 0.824 3.537 -0.676
N 0.862 -0.091 0.358 -0.382
O -1.134 -1.720 0.665 -0.599
P -0.547 -0.670 -0.168 0.650
H -2.863 -1.669 -4.301 0.227
H -1.414 -0.657 -4.692 0.270
H -2.352 -1.895 -1.815 0.253
H -0.194 0.219 -2.246 0.353
H 2.306 1.738 3.829 0.215
H 2.702 0.144 3.705 0.206
H 1.627 0.387 -0.156 0.248
H 0.783 -0.063 1.349 0.268
H 1.081 0.675 3.999 0.238